[1]
A structure of composition C4H4O8S2 at a distorted geometry. Source: the Open Molecules 2025 dataset; level of theory: ωB97M-V/def2-TZVPD.

Positions of all 18 atoms, in Å:
S 1.5402 2.1775 0.1486
S 3.5349 -0.8516 0.2480
O 2.5337 3.1132 -0.3948
O 3.3077 -2.2800 -0.0201
O 2.6532 0.1503 -1.8954
O 0.1985 2.3428 -0.4690
O 4.7101 -0.3503 -0.5132
O -2.0270 0.9365 0.2181
O 1.4683 2.1710 1.6140
O 3.5906 -0.5444 1.6653
C 0.8783 -0.3859 -0.3504
C -1.6243 -0.4051 0.4114
C -0.2649 -0.6503 -0.0403
C 2.1800 -0.0131 -0.6230
H -2.3450 -1.0472 -0.1283
H -1.2111 1.4706 0.0267
H 3.6276 0.0797 -1.7167
H -1.6930 -0.6570 1.4870

Cartesian forces (eV/Å) of the 6 atoms listed first:
S 0.71 -0.26 0.30
S 1.24 -1.41 1.15
O -0.36 -0.59 -0.06
O -0.21 0.67 -0.07
O -0.61 -0.08 -0.02
O 0.50 -0.13 -0.06

## Properties
Net charge ... -2
HOMO ... -1.10 eV
Relative energy (zero: lowest compared OMol25 entry of this formula, charge and spin) ... 6.6 kcal/mol
Gap between HOMO and LUMO ... 6.92 eV

---

[2]
A structure of composition C6H7INP at a distorted geometry. Source: the Open Molecules 2025 dataset; level of theory: ωB97M-V/def2-TZVPD.

Positions of all 16 atoms, in Å:
I -4.7850 0.1294 0.6499
P -1.9912 0.8728 -0.6209
N -3.5633 0.5141 -0.9379
C 0.6076 -0.2554 -1.1172
C 1.5632 -0.3693 1.4933
C 0.2782 0.1766 1.3067
C -0.1100 0.1417 -0.0070
C 2.3244 -0.7442 0.3925
C 1.8973 -0.6588 -0.9552
H -0.4666 0.2388 2.0066
H 2.5877 -1.1356 -1.6475
H 3.2394 -1.2262 0.6074
H -1.8466 2.0790 0.2825
H -0.1051 -0.2266 -1.9824
H -1.5168 1.1923 -1.9334
H 1.8867 -0.7287 2.4627

Cartesian forces (eV/Å) of the 6 atoms listed first:
I 0.23 0.08 0.00
P 0.71 1.24 0.86
N 2.14 -0.29 0.55
C -2.11 0.55 -0.93
C -0.58 -0.26 -0.09
C 2.10 -1.79 -2.20

## Properties
Net charge ... 0
HOMO ... -8.30 eV
Relative energy (zero: lowest compared OMol25 entry of this formula, charge and spin) ... 31.9 kcal/mol
Gap between HOMO and LUMO ... 8.26 eV

---

[3]
A structure of composition C3H9N2O2 at a distorted geometry. Source: the Open Molecules 2025 dataset; level of theory: ωB97M-V/def2-TZVPD.

Positions of all 16 atoms, in Å:
O -2.0003 1.0511 -1.2232
O -2.8320 1.4820 1.3427
N -1.2809 0.7899 -0.1445
N -1.6267 0.9327 0.9927
C 1.0599 -0.6668 -1.0817
C 2.0915 -1.2169 -0.1534
C 1.0033 -0.5303 0.6176
H 2.2963 -2.3030 -0.2661
H -2.7290 1.4402 2.3203
H 0.4595 -1.3891 -1.5319
H 1.2917 0.4373 1.1857
H 2.9233 -0.6612 -0.2400
H 0.2096 -0.1708 -0.2706
H -2.6729 1.7068 -1.1049
H 0.3181 -1.0589 1.1500
H 1.4887 0.1568 -1.5927

Cartesian forces (eV/Å) of the 6 atoms listed first:
O -0.04 -0.29 -1.46
O 0.40 -0.16 -0.24
N 0.51 -0.48 -0.84
N 0.11 0.13 2.66
C 1.82 0.04 1.54
C -2.03 -2.38 -0.27

## Properties
Net charge ... +1
HOMO ... -14.87 eV
Relative energy (zero: lowest compared OMol25 entry of this formula, charge and spin) ... 186.5 kcal/mol
Gap between HOMO and LUMO ... 11.72 eV

---

[4]
A cluster of 12 separate species, C46H126N14O14 in total at a distorted geometry. Source: the Open Molecules 2025 dataset; level of theory: ωB97M-V/def2-TZVPD.

Positions of all 200 atoms, in Å:
O -1.2038 -3.2796 2.5677
O 4.4663 -1.4848 0.2411
O -0.7137 1.1979 -0.9475
O 2.6645 4.4012 -3.3504
O 9.0471 1.6770 2.5209
O -6.1584 -2.5271 -4.3158
O -1.7222 2.9672 -5.1660
O 3.2468 -1.5316 -5.2732
O 3.6003 6.0598 1.3010
O -2.5377 6.9263 3.9097
O -1.5023 -5.9322 -4.1903
O -5.5331 1.2023 0.8779
O 2.6077 1.7777 4.2079
O -3.9521 -0.9812 5.7457
N 2.4015 -4.2418 1.5077
N -0.9757 0.0642 2.6806
N 5.0039 -4.8290 -1.1172
N -4.0537 -3.0213 7.7683
N 5.9591 2.9541 3.5193
N -1.0388 2.2634 -7.1046
N -2.7582 -2.6102 -3.9958
N -5.9218 -0.9351 0.5348
N -4.6719 -1.4792 -2.0019
N 1.2851 5.1618 -0.7122
N 1.8604 -4.5173 -6.9746
N -1.1275 0.9068 -5.4904
N -6.4927 -0.0975 2.4382
N -2.1484 3.2364 4.3936
C 0.9299 -3.9697 1.3892
C 1.9314 0.7382 4.9132
C -7.5652 -2.6120 -4.8694
C -2.4928 7.2662 2.5305
C 2.2155 5.9725 -1.5232
C 6.7586 -3.2945 -0.4792
C -2.7697 4.5697 4.2624
C 1.3126 5.6202 0.6590
C -4.2033 -3.3439 6.3067
C 2.4608 5.2190 1.5432
C -1.6555 -3.4763 -3.9600
C 2.0676 3.7115 -4.4146
C 3.2015 -2.8592 -8.0304
C -5.9005 0.1417 1.2792
C 3.4234 7.3000 1.9604
C -4.9892 -4.5980 6.1621
C -2.5289 -0.2092 0.7131
C 4.2922 -2.4750 -0.7652
C -5.3085 -0.5643 -3.0129
C 3.3536 -0.5667 0.2467
C -4.1613 -0.0294 4.6241
C 5.2839 -3.6434 -0.4046
C -0.6312 1.4478 0.4785
C -2.2322 -4.9383 -3.5054
C 2.0591 5.6793 -3.0504
C 0.2671 -5.0861 0.6199
C -1.0715 0.1457 1.1536
C -1.8505 5.7281 4.2639
C -2.2264 -7.1299 -4.4939
C 0.2552 -3.7828 2.7014
C -5.7083 -1.1707 -4.4055
C -4.4595 0.6921 -3.2305
C 0.4841 0.7587 -1.5525
C -0.4039 -2.9332 -3.2571
C 4.5582 3.0023 3.6621
C 2.7446 -0.6370 -4.3783
C 9.5932 3.0136 2.4423
C -1.4225 2.1116 -5.8811
C -4.6796 -2.1802 5.5342
C 2.2478 -2.4764 -5.6574
C -1.9215 -2.9727 3.7272
C 3.9121 1.8742 4.5978
C 6.5723 1.8091 2.8757
C 2.8133 -3.4579 -6.6517
C 7.9725 1.4429 3.4624
C -3.7927 4.5641 5.5024
H -1.9463 -4.9664 -2.4540
H -0.7329 -4.7066 0.4099
H -3.4757 0.3835 -3.5839
H -8.2688 -2.1285 -4.1917
H 7.4435 -4.1206 -0.2878
H 3.4157 -0.1410 1.2482
H 8.1350 2.0759 4.3348
H 2.1472 5.1566 2.5852
H -3.7632 -1.7097 -2.3777
H 2.0659 -5.1735 -6.2348
H 2.8401 4.2733 1.1562
H -1.4645 7.1460 2.1896
H 0.8804 0.6842 4.6293
H 3.6831 -3.9045 -6.1700
H 3.5403 -0.0668 -3.8989
H 2.3718 -2.2368 -8.3655
H -3.2625 -3.6336 5.8388
H 10.0096 3.4385 3.3557
H 3.2756 5.8471 -1.3032
H 7.0188 -2.5126 0.2343
H 4.2111 8.0339 1.7896
H -3.4618 0.8065 4.6210
H 10.3598 3.0204 1.6674
H 0.9970 5.7623 -3.2812
H 4.0273 -5.0743 -1.0381
H -4.3701 1.1277 -2.2353
H -3.4130 4.6878 3.3904
H 0.6687 -3.0479 3.3921
H 1.0717 1.6690 -1.6711
H 5.9995 0.8870 2.9736
H 2.7543 -3.3389 1.7913
H -1.7004 -3.5077 4.6508
H 1.8366 1.0001 5.9669
H 5.2020 -4.9518 -2.0999
H 0.1483 -6.0060 1.1924
H 0.3465 1.8439 0.7528
H 2.1770 -1.0492 -3.5440
H 8.7963 3.7494 2.3345
H 5.1785 -3.8923 0.6513
H -1.0624 0.7331 -4.4975
H 7.9037 0.3780 3.6848
H 1.8969 -3.0280 -4.7852
H -3.5672 -2.7403 -4.5863
H 0.1568 -4.7486 3.1971
H -1.2977 -3.3868 -4.9857
H 6.7282 2.0992 1.8367
H -5.5131 -0.8023 -0.3792
H -3.2387 -0.2177 1.5403
H 0.9417 -0.0455 -0.9763
H -2.6463 -1.1230 0.1307
H 0.8750 -3.0414 0.8206
H 4.3755 0.8976 4.4581
H 0.4330 -3.6289 -3.1955
H 0.9424 -5.1010 -0.2356
H -4.6917 -2.4235 4.4717
H 2.0123 7.0132 -1.2704
H -5.1790 0.3609 4.6371
H -1.5412 -0.7042 3.0120
H -3.2356 4.4562 6.4330
H 6.2323 3.8570 3.1582
H -0.5599 1.5709 -7.6624
H 2.0044 -5.0110 -7.8438
H -1.8730 -1.8967 3.8941
H 2.4744 -1.2024 0.1420
H -1.4813 5.8225 5.2852
H 4.0519 3.1902 2.7153
H -6.6972 -1.5818 0.5598
H -3.5582 -2.1731 8.0031
H -3.0807 -6.7029 -5.0193
H -1.8367 -7.7536 -5.2984
H 4.3394 3.9099 4.2246
H 1.0555 3.3756 -4.1889
H -3.6667 -3.8396 8.2163
H -1.6636 3.1511 3.5116
H -7.8843 -3.6485 -4.7602
H 2.8812 -4.4953 0.6558
H 4.0172 -2.1882 -7.7610
H 2.6151 2.8379 -4.7684
H 0.2234 0.4614 -2.5682
H -2.8328 2.4986 4.3083
H 7.1563 -2.9142 -1.4201
H -0.9551 5.7602 3.6432
H -4.8711 -1.1111 -5.1009
H -4.5760 3.8151 5.3859
H 2.1996 0.2079 -4.7992
H -5.0059 1.3922 -3.8625
H 3.3516 7.1670 3.0399
H 3.3232 0.2083 -0.5192
H -0.0749 -0.0735 3.1162
H -0.7325 0.2033 -6.0981
H 2.4449 -0.2176 4.8082
H -2.5026 -7.7198 -3.6200
H 1.2544 6.7072 0.7140
H -3.9467 -0.5224 3.6760
H -4.7732 -5.1027 5.2204
H 1.9057 4.3610 -5.2749
H -7.7360 -2.3487 -5.9133
H -0.7337 -2.6076 -2.2705
H 3.9427 2.3265 5.5891
H 1.7966 4.2925 -0.6597
H -2.6880 8.3371 2.4736
H -6.2555 -0.2798 -2.5544
H -2.2676 -1.7556 -4.2169
H 0.4156 5.1970 1.1112
H 2.5894 6.4551 -3.6026
H 4.4160 -2.0956 -1.7796
H -5.1545 -2.3561 -1.8665
H -2.9675 -3.1081 3.4523
H -6.5115 -0.5885 -4.8573
H 0.0402 -2.0259 -3.6668
H 1.4018 -1.8750 -5.9901
H -4.6584 -5.2946 6.9324
H -1.2701 2.2450 0.8585
H -5.6757 -2.0847 5.9665
H -6.0296 -4.3572 6.3805
H 3.2895 -2.8979 -0.7033
H -3.3140 -5.0574 -3.4449
H -4.2185 5.5672 5.4799
H -6.5959 -1.0588 2.7305
H -2.9676 0.6423 0.1929
H -6.5818 0.7074 3.0418
H -3.2042 6.6603 1.9694
H 2.5740 7.8767 1.5944
H 3.6948 -3.4766 -8.7811
H -1.2013 3.2232 -7.3739
H -0.4887 -0.7063 0.8035

Cartesian forces (eV/Å) of the 6 atoms listed first:
O 2.57 -1.35 -1.37
O -0.67 0.81 -0.94
O -0.82 0.50 1.10
O -0.19 0.34 0.68
O -0.56 -0.04 0.90
O -2.37 0.40 -1.32

## Properties
Net charge ... +1
HOMO (alpha / beta) ... -9.91 / -9.91 eV
Gap between HOMO and LUMO (alpha / beta) ... 7.16 / 2.33 eV
Spin multiplicity ... 2

---

Q: Look up the net charge of the third one.
A: +1

---

Q: The lowest net charge belongs to which entry?
A: C4H4O8S2

---

Q: Among the records above, which one has the lowest net charge?
A: C4H4O8S2